Record 1
111
Properties=species:S:1:pos:R:3 method="wB97M-V/def2-TZVPD" lumo_ev=-5.16 charge=+1 homo_ev=-11.19 fmax_ev_per_a=5.8 homo_lumo_gap_ev=6.027
C 2.8224 3.1430 3.0910
C 2.5050 2.1010 1.8626
Br 1.7008 0.4450 2.6975
C 3.8394 1.7552 0.9257
C 3.4356 2.1824 -0.6273
C 3.8404 3.7243 -1.0709
C 3.4504 4.1942 -2.5925
C 2.6562 3.1205 -3.5432
N 2.2787 1.6977 -3.0796
C 1.5195 0.8595 -4.0835
C 0.0179 0.3993 -3.6198
C -0.7853 1.4714 -2.6772
C -1.5900 0.7901 -1.4099
N -2.9533 0.2098 -1.7910
C -3.0716 -1.0642 -0.9771
N -2.4269 -2.1996 -1.4551
N -3.8655 -1.2315 0.3059
C 2.6361 1.1626 -1.6809
C 2.2655 -0.3470 -1.1477
C 2.9569 -1.5626 -2.0449
C 2.9186 -3.0301 -1.2449
C 4.4138 -3.5192 -0.7789
C 4.6936 -2.9090 0.7217
N 5.9530 -2.0623 0.7376
H 1.8320 3.7264 3.4101
H 3.1886 2.6090 4.0923
H 3.5859 3.9964 2.7624
H 1.6343 2.5862 1.2148
H 4.1328 0.6175 1.0053
H 4.7842 2.3882 1.2467
H 4.3784 4.5064 -0.3797
H 3.6821 5.2571 -3.0676
H 2.3377 3.4530 -4.6437
H 2.1911 -0.0661 -4.4122
H 1.3812 1.4998 -5.0802
H -0.6219 0.2928 -4.6222
H 0.0803 -0.6898 -3.1594
H -0.1380 2.3450 -2.2455
H -1.6200 1.9837 -3.3571
H -0.9753 -0.0078 -0.8133
H -1.8244 1.6702 -0.6422
H -2.8822 0.0233 -2.8189
H -1.9078 -1.9638 -2.3410
H -3.2368 -1.2725 1.1480
H -4.3654 -2.1589 0.2984
H 2.5630 -0.5400 -0.0184
H 1.1040 -0.5273 -1.2117
H 4.0932 -1.3338 -2.2415
H 2.3475 -1.7627 -3.0520
H 2.1387 -3.0164 -0.3568
H 2.5172 -3.8615 -2.0014
H 4.3880 -4.7034 -0.6540
H 5.2518 -3.2971 -1.5657
H 3.7390 -2.2705 1.0438
H 4.7812 -3.7965 1.5132
H 5.6949 -1.1045 1.0858
H 6.3557 -1.9666 -0.2314
C -7.5287 -2.1150 -1.1154
O -6.9469 -0.9210 -0.6254
H -8.5175 -1.8880 -1.5208
H -6.8995 -2.5300 -1.9065
H -7.6284 -2.8347 -0.2991
H -6.0713 -1.1536 -0.2724
C 9.6027 -1.3826 2.5972
O 8.7724 -0.3303 3.0525
H 10.6368 -1.1644 2.8739
H 9.2930 -2.3207 3.0643
H 9.5280 -1.4626 1.5098
H 7.8620 -0.5517 2.7927
C 3.0192 0.4553 6.2722
O 3.6009 1.6492 6.7623
H 2.0304 0.6822 5.8668
H 3.6484 0.0402 5.4811
H 2.9195 -0.2644 7.0885
H 4.4766 1.4166 7.1152
C -0.3686 4.3984 -0.2598
O 0.8106 5.1767 -0.1708
H -1.1331 4.8368 0.3859
H -0.7260 4.3935 -1.2925
H -0.1583 3.3777 0.0692
H 1.4703 4.7639 -0.7538
C -10.8638 -2.0386 1.4814
O -9.7790 -1.8101 2.3619
H -11.7254 -2.3794 2.0602
H -11.1183 -1.1091 0.9663
H -10.5888 -2.8070 0.7546
H -9.0298 -1.5089 1.8203
C -6.0672 -5.6044 -3.0300
O -6.1091 -4.6581 -1.9779
H -7.0870 -5.9151 -3.2691
H -5.6108 -5.1496 -3.9125
H -5.4876 -6.4756 -2.7149
H -5.1907 -4.4011 -1.7879
C 5.5451 1.3310 -5.2220
O 4.2778 1.1023 -5.8101
H 6.3209 1.1589 -5.9718
H 5.6038 2.3640 -4.8707
H 5.6898 0.6419 -4.3863
H 3.6101 1.2626 -5.1217
C -2.5353 2.8711 2.5177
O -2.9885 2.3764 1.2711
H -2.5453 3.9632 2.4914
H -3.1989 2.5218 3.3125
H -1.5158 2.5225 2.7003
H -2.9687 1.4057 1.3245
C -8.2199 -0.8515 5.5536
O -7.2164 0.0618 5.1499
H -8.1629 -0.9864 6.6362
H -9.2030 -0.4544 5.2893
H -8.0588 -1.8131 5.0599
H -7.2916 0.1613 4.1856

***

Record 2
113
Properties=species:S:1:pos:R:3 method="wB97M-V/def2-TZVPD" lumo_ev=0.16 charge=0 homo_ev=-9.81 fmax_ev_per_a=8.6 homo_lumo_gap_ev=9.967
C -0.5302 -5.5303 4.7194
C 0.2763 -4.2026 5.2812
C -0.1524 -2.8236 4.4376
F -0.5423 -1.8369 5.5130
O 0.9932 -2.2617 3.6834
P 0.4276 -1.2408 2.3600
O -0.6135 -0.1314 2.8944
O 1.7690 -0.5522 1.4808
C 1.2731 0.4503 0.4893
C 2.4500 0.6099 -0.6411
C 2.2487 -0.3015 -1.9891
C 3.6928 -0.1983 -2.8261
O 3.9882 0.9779 -3.3912
O 4.5637 -1.3991 -2.8455
O -0.5291 -2.2751 1.2902
C 0.3911 -3.1536 0.5237
C -0.3769 -4.4346 -0.1590
C 0.5532 -5.8141 -0.0904
C -1.8731 -4.7273 0.4733
H -1.6075 -5.2318 4.3229
H 0.0810 -6.0465 3.8598
H -0.6792 -6.3196 5.5704
H 0.0321 -4.0762 6.4303
H 1.4340 -4.3899 5.1806
H -1.0835 -3.0759 3.7341
H 1.1621 1.4682 1.0975
H 0.2100 0.1909 0.0670
H 2.5731 1.7379 -0.9272
H 3.4780 0.2850 -0.1291
H 2.0794 -1.4441 -1.7963
H 1.3418 0.0488 -2.6792
H 4.9498 -1.5501 -1.9141
H 1.3407 -3.4614 1.1626
H 0.8097 -2.4833 -0.3596
H -0.5340 -4.1659 -1.2998
H 1.6491 -5.5403 0.2498
H 0.5676 -6.2452 -1.2033
H 0.0559 -6.6221 0.6085
H -2.6868 -4.0806 -0.1133
H -1.9455 -4.4412 1.6276
H -2.0948 -5.8720 0.3438
C 3.1610 3.3863 4.1678
C 3.1541 3.3636 2.6533
O 2.0231 4.0682 2.1628
H 2.2467 2.9321 4.5636
H 4.0245 2.8433 4.5621
H 3.1919 4.4156 4.5397
H 3.1009 2.3344 2.2862
H 4.0592 3.8276 2.2498
H 2.0842 4.9829 2.4875
C 2.2757 7.7488 5.4855
C 3.7087 8.1341 5.1816
O 3.8903 8.2589 3.7787
H 2.0200 6.8026 4.9976
H 2.1201 7.6442 6.5629
H 1.5818 8.5033 5.1006
H 4.3973 7.3672 5.5482
H 3.9681 9.0858 5.6553
H 3.2804 8.9481 3.4644
C -5.0629 -1.4904 -2.5612
C -3.7310 -1.1542 -1.9230
O -2.7592 -2.1225 -2.2895
H -5.3997 -2.4840 -2.2479
H -5.8243 -0.7557 -2.2849
H -4.9747 -1.5135 -3.6523
H -3.8184 -1.1538 -0.8325
H -3.3812 -0.1675 -2.2415
H -2.6832 -2.1091 -3.2590
C 4.2744 5.1612 -5.1254
C 5.5500 4.4113 -4.8012
O 5.5308 3.9843 -3.4471
H 4.1616 6.0302 -4.4690
H 4.2754 5.5012 -6.1648
H 3.3988 4.5241 -4.9636
H 6.4208 5.0581 -4.9430
H 5.6635 3.5336 -5.4447
H 4.7586 3.4040 -3.3337
C -1.8425 3.4657 3.7783
C -1.2847 4.4553 4.7802
O 0.1173 4.2732 4.9128
H -1.6351 2.4386 4.0958
H -2.9234 3.5899 3.6678
H -1.3705 3.5979 2.7993
H -1.7429 4.3053 5.7622
H -1.4768 5.4850 4.4633
H 0.5156 4.4168 4.0372
C 8.4024 5.6439 -2.7447
C 9.8354 6.0292 -3.0486
O 10.0170 6.1540 -4.4514
H 8.1467 4.6977 -3.2326
H 8.2468 5.5393 -1.6673
H 7.7085 6.3983 -3.1295
H 10.5239 5.2622 -2.6820
H 10.0948 6.9809 -2.5748
H 9.4070 6.8432 -4.7657
C -7.8570 -4.3257 -3.8078
C -6.5815 -5.0755 -3.4837
O -6.6007 -5.5025 -2.1295
H -7.9699 -3.4567 -3.1515
H -7.8561 -3.9856 -4.8472
H -8.7327 -4.9628 -3.6460
H -5.7107 -4.4287 -3.6255
H -6.4680 -5.9533 -4.1272
H -7.3729 -6.0829 -2.0161
C -11.1510 -8.1981 -4.4397
C -10.5932 -7.2085 -3.4379
O -9.1912 -7.3906 -3.3053
H -10.9436 -9.2252 -4.1223
H -12.2319 -8.0739 -4.5502
H -10.6790 -8.0659 -5.4187
H -11.0514 -7.3585 -2.4559
H -10.7853 -6.1788 -3.7547
H -8.7929 -7.2470 -4.1809